This record from the OMol25 dataset describes a 9-piece molecular cluster, C47H92BrF12IN13O11P2 overall at a distorted geometry. The level of theory is ωB97M-V/def2-TZVPD.

Properties
Maximum force (hartree/bohr): 0.0388
M (Da): 1512.1
Calculated total energy (Ha): -8138.15362
Highest occupied orbital energy (eV): -10.04

Structure (ORCA input):
```
! RIJCOSX wB97M-V def2-TZVPD def2/J DEFGRID3
* xyz 1 1
C -1.905 -9.314 2.923
C -2.116 -8.098 2.039
C -2.915 -6.889 2.613
I -3.639 -7.176 4.630
N -2.094 -5.689 2.512
C -0.923 -5.687 3.366
C -1.104 -4.769 4.556
O -2.031 -4.031 4.744
Br 0.376 -4.957 5.800
C -2.374 -4.677 1.729
N -1.659 -3.541 1.631
C -0.188 -3.569 1.544
C 0.600 -3.233 2.811
C -0.017 -2.126 3.667
C 0.707 -1.810 4.963
F 0.107 -2.376 6.033
F 0.629 -0.464 5.159
C 2.213 -2.118 5.021
F 2.843 -1.488 4.016
F 2.474 -3.431 4.989
F 2.706 -1.631 6.186
C -2.400 -2.666 0.668
P -1.910 -0.874 1.043
C -2.724 -0.308 2.586
O -2.641 0.074 -0.066
P -1.860 -2.898 -1.137
C -0.503 -1.723 -1.519
O -1.028 -4.345 -1.040
C -3.822 -3.194 0.978
N -4.082 -2.939 2.409
C -5.009 -2.593 0.230
F -4.921 -1.256 0.373
F -4.926 -2.835 -1.100
C -6.430 -2.982 0.745
F -6.757 -2.111 1.721
F -6.495 -4.208 1.282
C -7.544 -2.828 -0.347
F -7.669 -3.949 -1.061
F -7.302 -1.775 -1.129
F -8.712 -2.619 0.294
N -3.553 -4.640 0.971
C -3.720 -5.502 -0.201
C -5.158 -5.824 -0.598
C -5.895 -6.849 0.253
C -5.500 -8.291 -0.041
C -5.922 -9.239 1.087
N -7.284 -9.066 1.566
H -1.319 -9.099 3.802
H -1.321 -10.026 2.351
H -2.824 -9.818 3.174
H -2.574 -8.418 1.119
H -1.129 -7.747 1.766
H -3.822 -6.789 2.058
H -0.008 -5.476 2.837
H -0.794 -6.672 3.786
H 0.164 -2.923 0.764
H 0.113 -4.560 1.228
H 0.813 -4.091 3.439
H 1.567 -2.883 2.476
H -0.002 -1.214 3.092
H -1.024 -2.409 3.941
H -2.031 0.425 2.978
H -3.646 0.220 2.384
H -2.819 -1.086 3.327
H -2.009 0.774 -0.258
H 0.173 -1.465 -0.714
H -0.922 -0.825 -1.945
H 0.076 -2.210 -2.294
H -0.781 -4.584 -1.936
H -4.715 -3.645 2.764
H -4.521 -2.042 2.565
H -3.235 -5.140 -1.095
H -3.226 -6.443 -0.003
H -5.773 -4.945 -0.686
H -5.094 -6.230 -1.601
H -5.856 -6.613 1.311
H -6.944 -6.765 0.006
H -6.041 -8.594 -0.932
H -4.449 -8.383 -0.284
H -5.272 -9.050 1.940
H -5.797 -10.273 0.802
H -7.343 -8.374 2.292
H -7.929 -8.859 0.821
C 0.719 3.011 1.556
O 0.919 1.858 1.196
N 1.250 3.580 2.646
C 0.967 4.957 3.003
C 2.140 2.797 3.486
H 0.074 3.695 0.987
H 1.892 5.536 3.024
H 0.500 4.998 3.991
H 0.300 5.400 2.268
H 3.000 2.457 2.906
H 1.620 1.922 3.866
H 2.482 3.406 4.318
C 1.172 5.135 -1.044
O 0.669 5.765 -0.115
N 2.234 5.523 -1.743
C 2.769 4.715 -2.835
C 2.875 6.782 -1.409
H 0.766 4.168 -1.381
H 3.801 4.448 -2.625
H 2.731 5.291 -3.762
H 2.174 3.814 -2.953
H 3.223 6.764 -0.375
H 2.165 7.604 -1.513
H 3.719 6.942 -2.073
C -0.131 3.275 -5.116
O 0.406 3.065 -4.040
N -1.128 4.147 -5.308
C -1.733 4.365 -6.615
C -1.614 4.903 -4.167
H 0.175 2.752 -6.037
H -1.604 5.408 -6.909
H -2.792 4.136 -6.580
H -1.265 3.729 -7.361
H -0.805 5.494 -3.734
H -1.984 4.222 -3.397
H -2.416 5.564 -4.484
C -5.085 3.612 -7.924
O -4.060 3.780 -8.557
N -6.308 3.505 -8.465
C -7.496 3.306 -7.659
C -6.436 3.595 -9.912
H -5.092 3.531 -6.821
H -7.986 2.371 -7.938
H -8.196 4.130 -7.810
H -7.229 3.261 -6.606
H -5.852 2.809 -10.388
H -6.060 4.557 -10.261
H -7.481 3.491 -10.191
C -2.626 3.963 1.600
O -2.723 2.747 1.543
N -3.204 4.814 0.745
C -3.041 6.252 0.859
C -4.015 4.274 -0.333
H -2.029 4.467 2.378
H -4.012 6.729 0.998
H -2.575 6.648 -0.044
H -2.407 6.488 1.710
H -4.841 3.691 0.076
H -3.412 3.615 -0.960
H -4.408 5.088 -0.935
C 7.061 -1.234 8.348
O 8.124 -1.015 8.890
N 6.270 -2.291 8.612
C 5.009 -2.499 7.928
C 6.704 -3.249 9.615
H 6.645 -0.565 7.573
H 4.191 -2.514 8.651
H 5.028 -3.452 7.393
H 4.835 -1.699 7.217
H 6.833 -2.751 10.576
H 7.663 -3.682 9.328
H 5.963 -4.037 9.711
C 6.511 4.789 -4.220
O 5.703 4.325 -3.430
N 7.393 5.753 -3.932
C 8.335 6.271 -4.913
C 7.411 6.304 -2.588
H 6.576 4.439 -5.263
H 9.353 6.117 -4.560
H 8.169 7.340 -5.053
H 8.201 5.763 -5.867
H 7.617 5.516 -1.863
H 6.441 6.741 -2.348
H 8.181 7.068 -2.522
C 12.252 6.700 -3.370
O 11.221 7.069 -3.905
N 12.876 5.543 -3.635
C 14.105 5.157 -2.967
C 12.297 4.651 -4.627
H 12.765 7.306 -2.606
H 14.903 5.022 -3.698
H 13.959 4.220 -2.426
H 14.402 5.928 -2.261
H 12.229 5.157 -5.590
H 11.291 4.357 -4.324
H 12.918 3.765 -4.726
*
```